Formula: H24O14V
Source: the Open Molecules 2025 dataset
Level of theory: ωB97M-V/def2-TZVPD

Summary:
HOMO   -13.4007 eV
Frontier orbital gap   0.3215 Ha
Charge   +1
Energy above the lowest of the compared OMol25 structures with the same formula, charge and spin   2.75 kcal/mol
Multiplicity   1

Last column: natural (NBO) charge in e.
Cartesian coordinates (Å):
O1 1.218 -0.782 0.577  -0.473
V1 -0.019 0.190 0.910  1.314
O2 -1.228 -0.527 0.129  -0.485
O3 -0.693 -1.018 2.476  -0.866
H1 0.078 -1.449 2.947  0.524
H2 -1.385 -1.032 3.138  0.529
O4 3.854 -0.711 2.648  -0.908
H3 3.679 -0.285 1.820  0.467
H4 2.990 -1.060 2.897  0.446
O5 -3.594 0.226 1.903  -0.956
H5 -4.494 0.343 1.702  0.501
H6 -3.359 -0.681 1.629  0.490
O6 1.355 1.136 2.257  -0.912
H7 2.233 1.441 1.912  0.531
H8 1.500 1.094 3.203  0.522
O7 -2.775 -1.374 -1.564  -0.997
H9 -3.647 -1.607 -1.245  0.485
H10 -2.237 -1.017 -0.818  0.483
O8 -1.143 0.119 -3.138  -0.987
H11 -1.485 -0.164 -3.989  0.494
H12 -1.821 -0.370 -2.630  0.505
O9 3.001 0.675 -1.827  -1.015
H13 2.903 -0.301 -1.607  0.532
H14 3.207 0.805 -2.769  0.502
O10 3.327 -1.489 -0.206  -0.981
H15 2.419 -1.187 0.085  0.459
H16 3.200 -2.393 -0.419  0.473
O11 0.843 1.434 -0.464  -0.884
H17 1.736 1.224 -0.780  0.545
H18 0.603 1.850 -1.322  0.540
O12 -1.949 2.267 -1.456  -0.992
H19 -2.648 2.621 -1.997  0.490
H20 -1.519 1.588 -1.967  0.494
O13 0.694 -1.461 -1.945  -0.985
H21 0.453 -2.270 -1.504  0.471
H22 -0.070 -1.135 -2.472  0.494
O14 -1.399 1.670 1.459  -0.909
H23 -1.582 2.370 0.842  0.534
H24 -2.247 1.263 1.590  0.526

Formula: C21H27N3OS
Source: the Open Molecules 2025 dataset
Level of theory: ωB97M-V/def2-TZVPD

Summary:
HOMO   -8.2595 eV
Frontier orbital gap   0.3195 Ha
Energy above the lowest of the compared OMol25 structures with the same formula, charge and spin   0.00 kcal/mol
Multiplicity   1

Last column: natural (NBO) charge in e.
Cartesian coordinates (Å):
C1 2.800 -1.984 -2.339  -0.643
C2 1.749 -2.893 -2.889  -0.022
C3 2.042 -3.750 -3.941  -0.204
C4 1.094 -4.625 -4.437  -0.210
C5 -0.172 -4.654 -3.881  -0.212
C6 -0.507 -3.801 -2.841  -0.043
C7 0.459 -2.915 -2.353  0.204
N1 0.125 -2.069 -1.271  -0.661
C8 0.143 -0.693 -1.334  0.795
O1 0.557 -0.059 -2.280  -0.658
N2 -0.383 -0.104 -0.216  -0.635
H1 -0.555 -0.667 0.602  0.384
C9 -0.283 1.326 -0.002  -0.067
C10 -1.615 1.872 0.520  -0.426
H2 -2.361 1.842 -0.274  0.214
C11 -1.449 3.312 1.032  -0.029
N3 -0.467 3.415 2.085  -0.461
C12 -0.734 3.057 3.449  -0.238
C13 -0.731 1.604 3.844  -0.206
C14 0.328 0.855 4.258  -0.265
C15 -0.012 -0.482 4.567  -0.258
C16 -1.333 -0.734 4.395  -0.419
S1 -2.188 0.659 3.858  0.426
H3 -1.869 -1.648 4.555  0.236
H4 0.698 -1.217 4.904  0.226
H5 1.327 1.247 4.344  0.224
H6 0.027 3.559 4.061  0.211
H7 -1.710 3.486 3.700  0.211
C17 0.783 3.123 1.424  -0.042
C18 0.869 1.661 0.953  -0.430
H8 1.821 1.488 0.449  0.216
H9 0.822 1.000 1.821  0.210
H10 1.623 3.351 2.086  0.202
C19 0.702 4.079 0.219  -0.410
H11 1.244 3.688 -0.639  0.209
H12 1.129 5.045 0.483  0.214
C20 -0.810 4.207 -0.045  -0.412
H13 -1.087 3.888 -1.048  0.207
H14 -1.136 5.237 0.088  0.215
H15 -2.414 3.694 1.378  0.202
H16 -1.972 1.240 1.336  0.203
H17 -0.071 1.744 -0.989  0.237
H18 -0.505 -2.478 -0.595  0.389
C21 -1.888 -3.821 -2.252  -0.638
H19 -1.872 -4.214 -1.233  0.206
H20 -2.542 -4.455 -2.844  0.223
H21 -2.310 -2.817 -2.225  0.222
H22 -0.915 -5.339 -4.264  0.205
H23 1.341 -5.287 -5.253  0.211
H24 3.034 -3.736 -4.368  0.207
H25 2.592 -0.958 -2.640  0.255
H26 2.799 -2.013 -1.250  0.215
H27 3.784 -2.268 -2.704  0.210

Formula: C9H17BrN4OPd
Source: the Open Molecules 2025 dataset
Level of theory: ωB97M-V/def2-TZVPD

Summary:
HOMO (alpha / beta)   -24.0762 / -24.0752 eV
Frontier orbital gap (alpha / beta)   0.1839 / 0.1838 Ha
Charge   +4
Multiplicity   1

Last column: natural (NBO) charge in e.
Cartesian coordinates (Å):
Pd1 0.639 -0.458 -0.183  1.185
N1 2.633 -0.421 -0.903  -0.756
C1 3.261 0.887 -0.541  -0.257
C2 2.243 1.961 -0.881  -0.268
N2 0.868 1.589 -0.305  -0.474
C3 0.552 2.196 1.049  -0.264
C4 1.145 1.286 2.105  -0.273
N3 0.568 -0.074 1.855  -0.585
H1 3.220 -1.216 -0.639  0.457
H2 2.531 -0.474 -1.924  0.441
H3 4.198 1.019 -1.090  0.310
H4 3.501 0.851 0.519  0.233
H5 2.111 2.078 -1.958  0.271
H6 2.527 2.931 -0.470  0.298
H7 0.162 1.908 -0.977  0.450
H8 -0.535 2.261 1.137  0.247
H9 0.944 3.214 1.091  0.309
H10 0.882 1.588 3.128  0.325
H11 2.229 1.212 2.052  0.253
H12 -0.426 -0.086 2.099  0.444
H13 1.021 -0.825 2.391  0.469
O1 -4.728 -2.979 -0.966  -0.462
C5 -3.699 -2.261 -0.774  0.538
C6 -3.664 -0.834 -0.656  -0.245
C7 -2.486 -0.213 -0.453  0.059
N4 -1.272 -0.909 -0.445  -0.518
C8 -1.344 -2.263 -0.462  0.119
Br1 0.430 -2.967 -0.244  0.436
C9 -2.452 -3.000 -0.652  -0.213
H14 -5.599 -2.534 -1.053  0.570
H15 -4.574 -0.250 -0.744  0.313
H16 -2.428 0.864 -0.357  0.258
H17 -2.458 -4.082 -0.749  0.332

Formula: C3H2FNO
Source: the Open Molecules 2025 dataset
Level of theory: ωB97M-V/def2-TZVPD

Summary:
HOMO   -11.6426 eV
Frontier orbital gap   0.3521 Ha
Energy above the lowest of the compared OMol25 structures with the same formula, charge and spin   76.91 kcal/mol
Multiplicity   1

Last column: natural (NBO) charge in e.
Cartesian coordinates (Å):
C1 -2.303 0.239 -0.060  0.140
C2 0.546 0.486 0.271  0.290
C3 -0.272 -0.450 -0.402  0.312
N1 -3.332 0.663 0.053  -0.417
O1 0.656 1.650 0.028  -0.411
F1 -0.200 -1.606 0.204  -0.295
H1 0.991 0.109 1.177  0.146
H2 -0.332 -0.668 -1.481  0.235

Formula: C5H11N
Source: the Open Molecules 2025 dataset
Level of theory: ωB97M-V/def2-TZVPD

Summary:
HOMO   -8.8494 eV
Frontier orbital gap   0.3636 Ha
Energy above the lowest of the compared OMol25 structures with the same formula, charge and spin   38.40 kcal/mol
Multiplicity   1

Last column: natural (NBO) charge in e.
Cartesian coordinates (Å):
C1 2.352 -0.538 0.962  -0.654
C2 1.281 0.235 0.203  -0.203
C3 -0.043 0.024 0.122  -0.013
C4 -0.693 -1.158 0.768  -0.655
C5 -0.913 1.074 -0.553  -0.240
H1 3.418 -0.627 0.441  0.224
H2 2.613 0.028 2.000  0.218
H3 2.037 -1.577 1.211  0.213
H4 1.744 1.095 -0.372  0.191
H5 -1.614 -0.699 1.341  0.219
H6 -1.162 -1.888 0.029  0.239
H7 0.115 -1.643 1.498  0.216
H8 -0.139 1.721 -1.028  0.181
H9 -1.458 1.688 0.261  0.197
H10 -1.399 0.076 -2.339  0.351
H11 -2.615 1.033 -1.860  0.362
N1 -1.920 0.425 -1.455  -0.846

Formula: C4H8O2
Source: the Open Molecules 2025 dataset
Level of theory: ωB97M-V/def2-TZVPD

Summary:
HOMO   -8.3771 eV
Frontier orbital gap   0.3395 Ha
Energy above the lowest of the compared OMol25 structures with the same formula, charge and spin   111.74 kcal/mol
Multiplicity   1

Last column: natural (NBO) charge in e.
Cartesian coordinates (Å):
C1 -0.643 -0.933 0.474  0.274
C2 -1.115 0.375 -0.101  -0.272
O1 -0.188 1.363 -0.517  -0.518
C3 0.924 1.365 0.344  -0.105
C4 1.590 0.013 0.272  -0.120
O2 0.644 -1.040 0.636  -0.467
H1 -1.977 -2.596 -0.904  0.013
H2 -2.270 -2.888 -1.526  -0.029
H3 -1.744 0.129 -0.965  0.237
H4 -1.799 0.774 0.671  0.211
H5 0.622 1.585 1.381  0.172
H6 1.607 2.151 0.009  0.206
H7 2.422 -0.095 0.970  0.201
H8 1.928 -0.202 -0.745  0.198

Quick rundown of max |F|, same order as above: 4.056, 0.683, 1.254, 8.352, 2.897, 0.363 eV Å⁻¹